(1)
13 unconnected molecules or ions with the total composition C52H94O18 in a non-equilibrium geometry. Source: OMol25; level of theory: ωB97M-V with the def2-TZVPD basis set.

Positions of all 164 atoms, in Å:
C: -2.927 -3.431 2.599
C: -2.380 -2.591 1.479
C: -3.080 -2.975 0.249
O: -3.307 -4.378 0.466
C: -3.329 -4.732 1.834
H: -3.759 -2.862 3.014
H: -2.241 -3.542 3.439
H: -1.331 -2.847 1.325
H: -2.526 -1.523 1.641
H: -2.519 -2.854 -0.678
H: -4.028 -2.441 0.181
H: -2.603 -5.513 2.058
H: -4.349 -4.996 2.114
C: 2.020 3.526 -3.440
C: 1.071 3.743 -4.588
C: 0.679 2.343 -4.965
O: 1.821 1.540 -4.725
C: 2.598 2.182 -3.711
H: 1.453 3.623 -2.514
H: 2.858 4.222 -3.484
H: 1.667 4.320 -5.296
H: 0.216 4.288 -4.188
H: 0.430 2.099 -5.998
H: -0.112 1.975 -4.312
H: 3.632 2.353 -4.012
H: 2.643 1.541 -2.831
C: -1.810 5.052 -2.293
C: -1.745 3.700 -1.663
C: -3.080 3.488 -0.976
O: -3.948 4.580 -1.456
C: -3.081 5.678 -1.770
H: -1.811 4.934 -3.377
H: -0.981 5.678 -1.963
H: -1.011 3.536 -0.874
H: -1.509 2.951 -2.419
H: -3.070 3.625 0.105
H: -3.520 2.534 -1.268
H: -2.918 6.213 -0.835
H: -3.576 6.443 -2.369
C: -5.798 0.268 2.058
C: -6.011 1.518 2.812
C: -4.612 2.130 2.861
O: -3.841 1.386 1.911
C: -4.714 0.645 1.081
H: -6.696 -0.117 1.576
H: -5.384 -0.483 2.731
H: -6.465 1.453 3.801
H: -6.687 2.213 2.313
H: -4.156 2.046 3.847
H: -4.770 3.179 2.611
H: -4.219 -0.226 0.651
H: -5.117 1.212 0.243
C: -0.804 0.063 5.219
C: -0.682 -1.444 5.333
C: 0.236 -1.781 4.139
O: 1.176 -0.711 4.138
C: 0.615 0.447 4.811
H: -1.126 0.490 6.168
H: -1.600 0.406 4.558
H: -1.635 -1.944 5.160
H: -0.267 -1.789 6.280
H: -0.260 -1.840 3.170
H: 0.734 -2.730 4.340
H: 0.558 1.310 4.147
H: 1.230 0.613 5.695
C: -0.019 3.973 2.849
C: -1.484 3.654 2.842
C: -2.104 5.030 2.401
O: -1.171 5.394 1.390
C: 0.175 5.156 1.883
H: 0.582 3.172 2.418
H: 0.372 4.032 3.865
H: -1.933 3.273 3.759
H: -1.582 2.937 2.027
H: -2.110 5.747 3.221
H: -3.115 4.941 2.002
H: 0.591 6.038 2.370
H: 0.905 4.981 1.093
C: 3.789 1.617 3.545
C: 3.285 3.025 3.705
C: 4.410 3.678 4.390
O: 5.553 3.104 3.772
C: 5.316 1.700 3.690
H: 3.479 1.317 2.544
H: 3.354 0.908 4.249
H: 2.367 3.121 4.286
H: 3.122 3.476 2.727
H: 4.506 3.469 5.455
H: 4.453 4.754 4.222
H: 5.740 1.117 4.507
H: 5.849 1.349 2.806
C: 1.926 -4.108 1.725
C: 2.595 -4.769 0.524
C: 3.840 -3.872 0.279
O: 3.915 -2.991 1.447
C: 3.159 -3.562 2.497
H: 1.319 -4.811 2.296
H: 1.256 -3.356 1.308
H: 2.065 -4.830 -0.427
H: 2.892 -5.773 0.828
H: 3.675 -3.187 -0.553
H: 4.725 -4.470 0.059
H: 2.882 -2.759 3.181
H: 3.771 -4.279 3.044
O: 3.212 2.835 -0.281
C: 4.156 2.001 -0.341
O: 3.916 0.702 -0.445
C: 5.043 -0.151 -0.065
C: 6.227 0.847 -0.307
C: 5.623 2.242 -0.247
H: 5.008 -0.975 -0.777
H: 5.005 -0.499 0.967
H: 6.633 0.649 -1.299
H: 6.984 0.666 0.457
H: 6.028 2.857 -1.050
H: 5.718 2.663 0.754
O: -4.732 0.283 -2.220
C: -3.827 -0.114 -2.948
O: -2.629 0.502 -2.985
C: -1.764 -0.063 -3.910
C: -2.337 -1.451 -4.134
C: -3.824 -1.310 -3.908
H: -0.763 -0.058 -3.479
H: -1.726 0.493 -4.846
H: -1.847 -2.198 -3.509
H: -1.994 -1.666 -5.146
H: -4.309 -2.251 -3.648
H: -4.233 -0.851 -4.809
O: 0.041 -8.353 -3.066
C: -0.532 -7.328 -2.679
O: 0.047 -6.499 -1.807
C: -0.624 -5.275 -1.594
C: -1.988 -5.542 -2.113
C: -1.842 -6.685 -3.116
H: -0.195 -4.423 -2.121
H: -0.595 -4.904 -0.570
H: -2.440 -4.716 -2.663
H: -2.678 -5.824 -1.318
H: -1.648 -6.309 -4.120
H: -2.663 -7.396 -3.026
O: -0.126 -1.827 -1.606
C: 0.021 -0.876 -0.833
O: -1.059 -0.199 -0.249
C: -0.584 0.814 0.608
C: 0.898 0.484 0.875
C: 1.330 -0.253 -0.422
H: -1.071 0.844 1.583
H: -0.749 1.727 0.036
H: 1.007 -0.137 1.764
H: 1.424 1.438 0.928
H: 2.088 -1.029 -0.321
H: 1.596 0.439 -1.221
O: 0.178 -4.718 -4.698
C: 0.746 -3.667 -4.844
O: 0.384 -2.782 -5.857
C: 1.302 -1.754 -6.000
C: 1.928 -1.663 -4.626
C: 1.950 -3.058 -4.073
H: 0.724 -0.885 -6.316
H: 2.119 -1.858 -6.715
H: 1.357 -0.972 -4.007
H: 2.927 -1.233 -4.697
H: 1.759 -3.048 -3.000
H: 2.815 -3.675 -4.316

The HOMO-LUMO gap comes out at 0.34478 Ha. The molar mass comes out at 1007.31 g mol⁻¹. The value obtained for the total energy is -92299.325 eV. For the strongest force on any atom, the calculation gives 3.919 eV Å⁻¹. Its spin multiplicity is 1.

Löwdin atomic charge list, values in e, 8 entries:
1. C -0.14
2. C -0.22
3. C -0.18
4. O -0.16
5. C -0.17
6. H 0.10
7. H 0.09
8. H 0.10



(2)
4 unconnected molecules or ions with the total composition CH7O5 in a non-equilibrium geometry. Source: OMol25; level of theory: ωB97M-V with the def2-TZVPD basis set.

Positions of all 13 atoms, in Å:
O: 0.319 -0.108 -1.083
C: 0.679 0.350 0.068
O: 0.143 0.115 1.225
H: 1.731 0.843 0.285
H: -2.547 0.715 1.608
H: -1.253 0.884 2.030
O: -2.051 1.274 2.248
H: -1.897 -1.150 -0.971
H: -1.252 -1.010 0.173
O: -2.032 -1.322 -0.067
H: 3.123 -0.197 -2.503
H: 2.023 -0.061 -1.468
O: 3.012 -0.332 -1.545

The HOMO-LUMO gap comes out at 0.34583 Ha. The charge is -1. The molar mass comes out at 99.06 g mol⁻¹. The value obtained for the total energy is -11389.643 eV. For the strongest force on any atom, the calculation gives 7.079 eV Å⁻¹. Its spin multiplicity is 1.

natural (NBO) atomic charge list, values in e, 8 entries:
1. O -0.79
2. C 0.62
3. O -0.81
4. H 0.07
5. H 0.46
6. H 0.49
7. O -0.97
8. H 0.46



(3)
A molecular structure, C51H55KN6P3Se2. Source: OMol25; level of theory: ωB97M-V with the def2-TZVPD basis set.

Positions of all 118 atoms, in Å:
K: -1.638 0.275 0.090
C: -0.304 2.859 -2.555
C: 0.142 3.752 -1.392
C: -0.049 5.217 -1.768
P: -0.715 3.109 0.137
C: 0.373 3.648 1.553
C: 1.058 5.012 1.547
C: -0.392 3.434 2.859
C: -2.241 4.114 0.253
C: -2.267 5.488 0.495
C: -3.430 6.241 0.579
C: -3.402 7.727 0.825
C: -4.628 5.553 0.378
C: -4.659 4.199 0.130
C: -3.474 3.408 0.075
N: -3.478 2.076 -0.176
C: -4.693 1.405 -0.170
C: -5.484 1.258 0.990
C: -5.022 1.848 2.293
C: -6.670 0.532 0.936
C: -7.110 -0.088 -0.225
C: -8.362 -0.921 -0.246
C: -6.310 0.033 -1.356
C: -5.125 0.756 -1.346
C: -4.288 0.870 -2.590
H: 0.172 3.169 -3.491
H: -1.389 2.923 -2.693
H: -0.041 1.816 -2.369
H: 1.201 3.554 -1.201
H: -1.103 5.446 -1.937
H: 0.494 5.429 -2.695
H: 0.319 5.903 -1.005
H: 1.167 2.897 1.494
H: 0.351 5.831 1.691
H: 1.611 5.187 0.623
H: 1.779 5.062 2.370
H: -1.215 4.148 2.949
H: 0.270 3.566 3.720
H: -0.822 2.430 2.918
H: -1.326 6.010 0.616
H: -2.413 8.047 1.159
H: -4.119 8.024 1.595
H: -3.642 8.300 -0.076
H: -5.567 6.101 0.414
H: -5.613 3.711 -0.031
H: -3.937 1.756 2.389
H: -5.502 1.345 3.136
H: -5.238 2.917 2.362
H: -7.258 0.429 1.846
H: -9.037 -0.643 0.566
H: -8.134 -1.986 -0.132
H: -8.904 -0.805 -1.187
H: -6.623 -0.447 -2.281
H: -4.769 0.365 -3.431
H: -3.293 0.436 -2.454
H: -4.116 1.915 -2.852
Se: 6.266 1.155 -0.024
P: 5.074 -0.573 -0.193
C: 5.441 -1.433 -1.748
C: 4.550 -1.397 -2.812
C: 4.928 -1.902 -4.051
C: 6.183 -2.461 -4.224
C: 7.076 -2.504 -3.158
C: 6.713 -1.977 -1.931
C: 5.501 -1.745 1.135
C: 5.659 -1.231 2.423
C: 6.036 -2.062 3.463
C: 6.269 -3.413 3.231
C: 6.123 -3.927 1.954
C: 5.745 -3.092 0.908
C: 3.291 -0.271 -0.161
C: 2.076 -0.986 -0.071
N: 1.085 -0.064 -0.163
N: 1.652 1.119 -0.316
N: 2.962 1.025 -0.314
P: 1.498 -2.681 0.099
Se: -0.617 -2.812 0.127
C: 2.152 -3.366 1.641
C: 2.006 -4.731 1.896
C: 2.352 -5.247 3.132
C: 2.815 -4.400 4.133
C: 2.941 -3.042 3.889
C: 2.618 -2.524 2.641
C: 2.180 -3.685 -1.258
C: 3.201 -4.610 -1.089
C: 3.637 -5.381 -2.160
C: 3.042 -5.239 -3.402
C: 2.010 -4.324 -3.575
C: 1.579 -3.553 -2.511
H: 3.572 -0.953 -2.681
H: 4.233 -1.858 -4.880
H: 6.472 -2.857 -5.190
H: 8.063 -2.928 -3.292
H: 7.425 -1.960 -1.115
H: 5.512 -0.171 2.590
H: 6.158 -1.654 4.459
H: 6.566 -4.061 4.046
H: 6.310 -4.977 1.765
H: 5.667 -3.489 -0.094
H: 1.596 -5.380 1.131
H: 2.242 -6.307 3.324
H: 3.072 -4.801 5.106
H: 3.297 -2.380 4.667
H: 2.714 -1.463 2.449
H: 3.642 -4.748 -0.113
H: 4.438 -6.096 -2.018
H: 3.381 -5.841 -4.237
H: 1.539 -4.214 -4.544
H: 0.756 -2.858 -2.632
N: -3.916 -2.564 -0.887
C: -5.037 -3.279 -0.667
C: -5.420 -3.017 0.625
C: -4.450 -2.113 1.100
N: -3.536 -1.848 0.181
H: -3.350 -2.539 -1.716
H: -5.468 -3.902 -1.432
H: -6.280 -3.401 1.143
H: -4.382 -1.647 2.070

The HOMO-LUMO gap comes out at 0.20144 Ha. The charge is -1. The molar mass comes out at 1041.98 g mol⁻¹. The value obtained for the total energy is -237608.942 eV. For the strongest force on any atom, the calculation gives 0.776 eV Å⁻¹. Its spin multiplicity is 1.

Löwdin atomic charge list, values in e, 8 entries:
1. K 0.48
2. C -0.14
3. C -0.55
4. C -0.13
5. P 1.01
6. C -0.56
7. C -0.12
8. C -0.13



(4)
A molecular structure, C12H36LiO6S6 in a non-equilibrium geometry. Source: OMol25; level of theory: ωB97M-V with the def2-TZVPD basis set.

Positions of all 61 atoms, in Å:
Li: 0.228 0.189 0.478
C: -2.632 0.731 3.791
S: -2.276 0.878 2.061
O: -1.187 -0.113 1.742
C: -3.878 0.052 1.626
H: -3.249 1.519 3.887
H: -1.837 1.086 4.522
H: -3.096 -0.183 3.993
H: -3.774 -0.922 1.987
H: -3.932 0.038 0.583
H: -4.631 0.508 1.868
C: 3.261 -1.207 3.168
S: 3.374 -0.858 1.391
O: 2.098 -0.025 1.089
C: 4.590 0.389 1.371
H: 2.373 -1.763 3.244
H: 2.983 -0.265 3.716
H: 4.255 -1.449 3.507
H: 5.223 0.089 2.021
H: 4.450 1.419 1.897
H: 4.788 0.539 0.384
C: 1.033 -3.057 -2.112
S: 0.077 -1.606 -2.524
O: 0.148 -0.697 -1.274
C: 1.337 -0.946 -3.659
H: 1.857 -2.492 -1.706
H: 1.171 -3.694 -2.942
H: 0.539 -3.648 -1.504
H: 1.191 -1.655 -4.669
H: 2.307 -1.032 -3.176
H: 1.026 0.108 -3.824
C: -2.382 2.932 -5.036
S: -2.419 1.650 -3.812
O: -2.120 0.478 -4.781
C: -0.846 2.069 -2.875
H: -1.422 3.098 -5.280
H: -2.668 3.789 -4.754
H: -3.026 2.590 -5.987
H: -0.788 1.444 -1.779
H: -0.846 3.083 -2.612
H: 0.070 1.952 -3.432
C: 1.199 3.853 -0.642
S: 0.365 2.839 0.547
O: 0.067 1.552 -0.173
C: 1.808 2.466 1.559
H: 0.497 4.207 -1.387
H: 1.923 3.344 -1.205
H: 1.703 4.695 -0.362
H: 1.496 1.623 2.106
H: 1.845 3.394 2.075
H: 2.521 2.150 1.058
C: -2.626 -3.762 2.174
S: -1.153 -4.542 1.613
O: -1.366 -4.918 0.193
C: -0.242 -3.008 1.296
H: -2.494 -3.466 3.196
H: -3.463 -4.474 2.187
H: -3.067 -2.980 1.564
H: -0.890 -2.520 0.633
H: 0.720 -3.001 0.929
H: -0.213 -2.469 2.051

The HOMO-LUMO gap comes out at 0.31289 Ha. The charge is +1. The molar mass comes out at 475.76 g mol⁻¹. The value obtained for the total energy is -90514.003 eV. For the strongest force on any atom, the calculation gives 10.125 eV Å⁻¹. Its spin multiplicity is 1.

natural (NBO) atomic charge list, values in e, 8 entries:
1. Li 0.86
2. C -0.81
3. S 1.24
4. O -1.04
5. C -0.73
6. H 0.23
7. H 0.25
8. H 0.23



- Among the records above, which one has the lowest HOMO-LUMO gap?
  C51H55KN6P3Se2



- What is the spin multiplicity in the first record?
  1



Please write out number 2 again, unchanged.
4 unconnected molecules or ions with the total composition CH7O5 in a non-equilibrium geometry. Source: OMol25; level of theory: ωB97M-V with the def2-TZVPD basis set.

Positions of all 13 atoms, in Å:
O: 0.319 -0.108 -1.083
C: 0.679 0.350 0.068
O: 0.143 0.115 1.225
H: 1.731 0.843 0.285
H: -2.547 0.715 1.608
H: -1.253 0.884 2.030
O: -2.051 1.274 2.248
H: -1.897 -1.150 -0.971
H: -1.252 -1.010 0.173
O: -2.032 -1.322 -0.067
H: 3.123 -0.197 -2.503
H: 2.023 -0.061 -1.468
O: 3.012 -0.332 -1.545

The HOMO-LUMO gap comes out at 0.34583 Ha. The charge is -1. The molar mass comes out at 99.06 g mol⁻¹. The value obtained for the total energy is -11389.643 eV. For the strongest force on any atom, the calculation gives 7.079 eV Å⁻¹. Its spin multiplicity is 1.

natural (NBO) atomic charge list, values in e, 8 entries:
1. O -0.79
2. C 0.62
3. O -0.81
4. H 0.07
5. H 0.46
6. H 0.49
7. O -0.97
8. H 0.46



What did the fourth record say?
A molecular structure, C12H36LiO6S6 in a non-equilibrium geometry. Source: OMol25; level of theory: ωB97M-V with the def2-TZVPD basis set.

Positions of all 61 atoms, in Å:
Li: 0.228 0.189 0.478
C: -2.632 0.731 3.791
S: -2.276 0.878 2.061
O: -1.187 -0.113 1.742
C: -3.878 0.052 1.626
H: -3.249 1.519 3.887
H: -1.837 1.086 4.522
H: -3.096 -0.183 3.993
H: -3.774 -0.922 1.987
H: -3.932 0.038 0.583
H: -4.631 0.508 1.868
C: 3.261 -1.207 3.168
S: 3.374 -0.858 1.391
O: 2.098 -0.025 1.089
C: 4.590 0.389 1.371
H: 2.373 -1.763 3.244
H: 2.983 -0.265 3.716
H: 4.255 -1.449 3.507
H: 5.223 0.089 2.021
H: 4.450 1.419 1.897
H: 4.788 0.539 0.384
C: 1.033 -3.057 -2.112
S: 0.077 -1.606 -2.524
O: 0.148 -0.697 -1.274
C: 1.337 -0.946 -3.659
H: 1.857 -2.492 -1.706
H: 1.171 -3.694 -2.942
H: 0.539 -3.648 -1.504
H: 1.191 -1.655 -4.669
H: 2.307 -1.032 -3.176
H: 1.026 0.108 -3.824
C: -2.382 2.932 -5.036
S: -2.419 1.650 -3.812
O: -2.120 0.478 -4.781
C: -0.846 2.069 -2.875
H: -1.422 3.098 -5.280
H: -2.668 3.789 -4.754
H: -3.026 2.590 -5.987
H: -0.788 1.444 -1.779
H: -0.846 3.083 -2.612
H: 0.070 1.952 -3.432
C: 1.199 3.853 -0.642
S: 0.365 2.839 0.547
O: 0.067 1.552 -0.173
C: 1.808 2.466 1.559
H: 0.497 4.207 -1.387
H: 1.923 3.344 -1.205
H: 1.703 4.695 -0.362
H: 1.496 1.623 2.106
H: 1.845 3.394 2.075
H: 2.521 2.150 1.058
C: -2.626 -3.762 2.174
S: -1.153 -4.542 1.613
O: -1.366 -4.918 0.193
C: -0.242 -3.008 1.296
H: -2.494 -3.466 3.196
H: -3.463 -4.474 2.187
H: -3.067 -2.980 1.564
H: -0.890 -2.520 0.633
H: 0.720 -3.001 0.929
H: -0.213 -2.469 2.051

The HOMO-LUMO gap comes out at 0.31289 Ha. The charge is +1. The molar mass comes out at 475.76 g mol⁻¹. The value obtained for the total energy is -90514.003 eV. For the strongest force on any atom, the calculation gives 10.125 eV Å⁻¹. Its spin multiplicity is 1.

natural (NBO) atomic charge list, values in e, 8 entries:
1. Li 0.86
2. C -0.81
3. S 1.24
4. O -1.04
5. C -0.73
6. H 0.23
7. H 0.25
8. H 0.23